Computed, not measured: 23 unconnected molecules or ions with the total composition C92H148N10O26 at a distorted geometry, with ωB97M-V with the def2-TZVPD basis set.

The geometry in XYZ format:
```
276
C92H148N10O26, DFT ωB97M-V with the def2-TZVPD basis set
H 11.062 21.264 20.798
H 22.232 21.415 20.968
H 19.859 14.691 11.572
O 23.835 16.578 24.765
C 20.633 18.499 13.630
H 16.796 13.535 9.875
C 13.756 14.447 15.456
C 11.632 17.722 22.913
H 16.187 14.440 16.512
C 18.711 24.992 20.958
H 21.408 15.647 25.691
O 24.217 16.344 19.656
C 19.955 12.745 12.472
H 17.281 21.445 26.126
H 11.440 21.319 18.549
C 16.043 13.841 19.710
H 27.441 16.441 22.351
H 16.027 18.656 20.871
H 23.537 20.372 22.700
H 25.598 13.863 19.924
C 13.232 20.295 19.111
H 22.897 18.470 28.492
H 14.031 25.198 18.483
H 16.442 16.810 24.309
H 15.015 12.154 22.826
H 25.960 15.961 23.220
H 15.770 16.126 16.349
O 25.698 16.742 21.263
H 22.088 19.106 27.027
H 26.917 13.820 22.447
H 19.445 16.134 24.739
O 18.314 13.552 17.472
C 16.555 10.782 22.236
H 19.215 14.620 13.179
N 18.368 15.764 14.724
H 12.979 14.084 14.787
C 14.420 24.191 18.369
C 19.399 11.396 17.331
C 22.518 20.071 22.660
H 16.512 19.765 15.587
H 26.035 21.976 17.569
C 21.601 21.000 21.785
H 18.312 15.437 26.872
H 15.547 15.992 20.195
H 17.382 19.796 20.710
H 14.851 22.389 21.791
O 12.898 18.294 22.430
H 21.900 16.254 28.116
H 13.844 17.191 25.305
N 12.778 17.008 18.975
H 14.497 23.880 17.372
H 26.052 19.519 17.295
H 18.603 13.977 25.943
H 13.608 19.348 19.366
H 14.061 19.933 15.945
H 19.004 9.293 16.560
C 11.023 15.082 19.349
C 11.712 20.338 18.965
H 17.002 14.838 25.842
H 18.133 19.063 18.697
O 19.515 20.269 20.697
C 19.433 21.804 25.894
H 18.636 17.753 13.457
H 9.593 16.304 20.467
H 20.867 16.382 22.678
O 23.615 17.874 26.576
H 21.029 17.082 12.090
C 17.357 15.573 15.199
C 14.174 14.666 20.991
H 18.210 10.797 24.623
H 15.590 21.125 13.864
C 18.466 12.492 16.876
H 16.099 14.052 18.610
C 17.338 17.858 25.820
H 16.636 12.585 25.086
C 18.257 20.555 24.273
H 14.948 21.113 25.876
H 18.262 15.264 23.784
C 21.435 15.438 22.403
O 20.046 13.613 22.034
H 11.535 18.009 25.043
C 13.107 20.678 24.991
H 16.277 15.007 21.552
C 9.092 16.313 18.444
H 22.459 15.411 22.842
O 19.725 24.091 22.905
C 14.999 14.932 14.747
O 24.765 20.167 19.860
H 17.360 14.762 11.648
N 8.461 19.763 19.802
H 19.452 20.594 17.587
C 17.847 13.819 11.707
H 13.696 23.441 18.858
H 21.530 17.174 17.987
C 16.892 12.419 23.998
H 17.079 10.282 15.570
C 16.369 22.684 18.792
H 18.420 13.972 9.618
H 17.088 13.632 20.006
H 17.172 13.365 23.554
H 13.914 13.627 16.165
C 20.176 23.496 17.627
C 19.151 18.697 13.412
C 26.520 15.928 22.267
H 20.840 17.216 16.386
C 20.206 25.213 20.894
C 22.292 18.715 21.971
C 22.054 15.378 16.682
H 14.933 20.688 22.227
H 21.600 24.383 22.495
C 19.113 19.257 11.984
C 26.455 19.824 18.243
H 25.100 18.299 19.007
N 11.985 20.470 25.057
O 19.996 20.440 25.834
O 17.765 12.193 15.744
C 16.816 22.416 17.462
C 26.217 21.327 18.496
C 15.011 12.745 19.981
C 14.897 22.064 23.912
H 23.073 18.445 21.257
O 24.132 22.270 19.515
C 25.049 15.888 20.452
H 27.003 21.789 19.087
H 16.473 20.018 12.879
H 17.526 16.665 18.577
H 22.112 18.572 11.986
H 21.244 19.421 13.859
C 18.043 21.702 25.319
C 26.737 14.593 21.684
N 23.802 18.282 16.224
C 21.398 15.173 20.897
H 26.201 18.938 20.281
C 20.226 14.246 20.766
N 20.498 11.746 12.561
C 20.570 20.034 21.222
C 25.462 14.433 20.812
H 20.105 20.598 15.901
H 22.403 13.987 15.093
H 16.019 22.254 23.865
N 17.544 18.507 26.785
H 10.857 18.442 22.842
H 18.056 12.345 10.043
C 21.166 18.154 12.240
O 13.876 13.437 20.616
H 20.700 24.488 20.296
C 10.959 20.274 20.320
H 22.264 23.436 17.511
C 23.152 16.931 25.701
C 21.574 17.063 27.450
H 22.307 17.931 22.722
H 21.060 21.811 22.249
H 21.108 17.299 25.426
H 16.476 19.554 18.335
H 18.201 25.912 21.227
H 9.682 17.226 18.212
C 22.892 17.691 16.532
C 20.660 24.971 22.391
H 18.152 10.869 14.260
C 13.922 17.786 23.267
H 15.892 17.119 18.171
H 14.701 15.773 14.174
C 14.388 19.098 15.333
C 16.033 15.271 15.800
H 17.257 13.169 12.360
H 13.316 15.228 16.103
C 17.806 13.386 10.274
H 18.529 21.015 23.322
H 20.663 19.454 17.179
O 13.371 15.334 21.597
H 24.627 14.009 21.403
H 13.523 20.991 19.909
H 21.250 14.762 17.011
C 25.644 19.190 19.375
H 20.084 22.447 25.288
C 22.509 18.237 27.485
O 20.032 18.838 24.342
C 24.913 21.363 19.330
H 13.386 21.554 22.331
C 12.026 16.135 19.157
C 18.573 24.023 22.166
H 20.414 11.837 17.387
H 19.061 11.162 18.336
H 11.542 19.558 20.937
H 27.573 14.736 21.039
H 19.068 11.996 23.651
C 19.486 19.873 24.771
H 11.387 16.946 22.127
C 18.431 15.752 24.716
H 19.372 14.854 20.512
H 22.335 14.675 20.712
H 9.090 15.713 17.543
H 21.402 23.068 16.028
C 17.082 18.814 18.813
H 11.115 14.399 18.494
C 20.371 20.487 16.979
O 20.950 18.746 21.393
C 18.125 11.520 23.826
H 20.518 26.201 20.516
C 15.669 20.051 13.599
H 19.568 22.168 26.920
C 16.906 17.456 18.137
C 15.871 19.283 14.865
H 15.835 24.352 20.004
C 15.815 24.132 18.938
H 14.570 12.308 19.099
C 16.982 18.819 20.382
H 16.256 18.285 14.656
C 15.608 15.024 20.607
O 18.218 19.804 11.431
C 15.822 11.616 23.308
H 11.385 19.521 18.363
C 21.701 16.622 26.012
H 21.642 21.285 18.490
H 15.149 20.012 24.601
O 20.765 13.825 24.133
H 15.521 22.017 19.141
H 11.392 14.543 20.255
H 15.416 12.056 20.677
H 21.218 16.060 20.333
H 21.842 15.505 14.464
H 14.361 22.903 24.395
H 20.580 17.365 27.840
C 14.497 21.661 22.513
H 8.984 14.733 19.797
C 21.409 22.886 17.129
H 17.194 22.534 19.431
H 20.667 25.934 22.940
O 16.075 10.246 21.300
C 9.545 19.988 20.110
C 18.086 14.938 25.941
H 17.141 17.611 17.113
H 18.645 19.338 14.110
O 17.849 10.705 22.636
H 17.746 22.686 24.941
H 20.080 10.311 15.622
C 21.710 16.903 16.952
H 20.807 17.646 14.213
C 17.985 10.906 15.373
H 18.267 24.599 20.052
C 19.183 10.352 16.231
C 19.239 14.041 12.256
C 22.433 15.077 15.280
H 8.065 16.757 18.604
H 22.829 15.103 17.396
C 17.861 17.823 20.963
H 13.732 20.592 18.198
N 19.245 23.967 18.058
C 9.643 15.597 19.642
H 15.406 10.894 24.080
C 11.849 17.208 24.341
O 17.685 23.288 22.456
C 13.328 16.937 24.367
H 22.148 20.002 23.672
C 20.756 14.225 23.013
H 22.427 21.080 16.859
C 14.590 20.928 24.865
H 27.494 19.486 18.400
H 20.334 13.494 20.006
O 20.266 18.935 11.354
O 13.622 19.056 14.143
H 23.409 15.445 15.092
H 14.333 18.195 15.951
H 17.907 17.726 23.873
C 17.473 17.063 24.632
H 15.447 14.184 14.124
H 17.403 19.901 24.060
H 11.177 16.364 24.480
H 13.480 15.864 24.037
C 14.290 19.611 13.071
N 18.447 17.015 21.507
H 16.549 24.770 18.448
N 17.039 22.078 16.384
C 21.487 21.380 17.420
O 15.055 18.033 23.044
O 13.851 19.759 11.977
```

The HOMO-LUMO gap is 10.07 eV. The value obtained for the maximum force is 0.08515 hartree/bohr. The total energy comes out at -6098.22555 a.u.